17
Properties=species:S:1:pos:R:3:mulliken_charge:R:1 method="wB97M-V/def2-TZVPD" molar_mass_g_mol=124.14 energy_ha=-418.02731 lumo_ha=0.005 e_homo_ev=-7.54 charge=0 de_lowest_kj_mol=409.5
C -1.75790 2.04677 0.06176 -0.922
C -0.50361 2.16958 -0.44094 -0.126
C -1.90537 0.68653 0.55164 0.633
C -0.96686 -2.33581 1.62281 -0.557
C -0.02458 -1.68773 1.02854 -0.001
C 1.32418 0.56025 -1.02154 -0.951
N 0.17159 0.99985 -0.28621 0.195
N -0.71532 0.10078 0.22802 -0.243
O -2.85020 0.12515 1.08835 -0.731
H -2.51510 2.79942 0.13157 0.389
H -0.01797 3.00926 -0.90256 0.379
H -0.78282 -3.30431 2.07621 0.256
H -1.96628 -1.94114 1.70668 0.326
H 1.00901 -1.71426 0.78424 0.399
H 2.17667 0.40853 -0.35300 0.263
H 1.10204 -0.37648 -1.53685 0.337
H 1.59034 1.31435 -1.76062 0.354

***

17
Properties=species:S:1:pos:R:3:mulliken_charge:R:1 method="wB97M-V/def2-TZVPD" molar_mass_g_mol=124.14 energy_ha=-418.13004 lumo_ha=-0.019 smiles="C=C(CN)CC(=O)C#N" e_homo_ev=-9.54 charge=0 de_lowest_kj_mol=139.8
C 1.01637 -0.52213 0.54171 -0.883
C -0.49852 -0.62844 -1.52266 -0.907
C 0.11582 -0.27808 1.72876 0.738
C 0.39732 0.20979 -0.63576 0.894
N -1.70115 -1.12988 -0.88200 -0.606
C 0.58789 1.50627 -0.82510 -1.050
C 0.33874 1.03090 2.32236 0.049
O -0.72209 -1.04220 2.13406 -0.519
N 0.55305 2.05436 2.78842 -0.344
H -1.47868 -1.71328 -0.08251 0.275
H -2.27772 -0.36292 -0.55259 0.264
H 1.06658 -1.59383 0.34123 0.316
H 2.01399 -0.12928 0.74316 0.439
H 0.06072 -1.49510 -1.89007 0.323
H -0.80757 -0.03179 -2.38480 0.437
H 1.19485 2.10485 -0.16666 0.287
H 0.14040 2.02074 -1.65757 0.288

***

18
Properties=species:S:1:pos:R:3:mulliken_charge:R:1 method="wB97M-V/def2-TZVPD" molar_mass_g_mol=140.14 energy_ha=-493.43086 lumo_ha=0.026 smiles="O=C1NC[C@@H]2C[C@H]12.N=C=O" e_homo_ev=-10.07 charge=0 de_lowest_kj_mol=42.0
C 0.00909 -1.06887 0.07695 0.323
C -3.78913 0.28650 -0.01464 0.550
C 1.36135 0.76884 1.20137 -0.763
C 1.76772 -0.08049 -1.15599 -0.632
C 1.18335 0.99720 -0.26195 -0.203
C 0.07938 0.34723 0.53255 -0.021
N 1.03731 -1.26810 -0.77222 -0.154
N -3.11126 -0.24963 0.80279 -0.503
O -0.83114 -1.89383 0.38275 -0.751
O -4.50605 0.92100 -0.66693 -0.453
H 2.05338 0.00572 1.52457 0.214
H 1.30758 1.62055 1.86275 0.275
H 1.60328 0.14991 -2.21582 0.314
H 2.84267 -0.21313 -0.99363 0.303
H 1.09447 1.99617 -0.65885 0.396
H 1.18475 -2.15043 -1.23433 0.197
H -2.44041 -1.00400 0.79681 0.422
H -0.84634 0.83536 0.79384 0.487

***

18
Properties=species:S:1:pos:R:3:mulliken_charge:R:1 method="wB97M-V/def2-TZVPD" molar_mass_g_mol=140.14 energy_ha=-493.40777 lumo_ha=0.024 smiles="O=c1cc[nH]c(=O)[nH]1.C=C" e_homo_ev=-9.41 charge=0 de_lowest_kj_mol=102.7
C -1.77718 -0.63926 -0.53347 0.493
C -1.75398 -0.49575 0.92433 -0.561
C -1.10276 0.53658 1.48884 0.032
C -0.53996 1.52752 -0.62369 0.200
C 2.49435 -0.39297 -0.23716 -0.422
C 1.79523 -1.53755 -0.21550 -0.449
H -1.13393 0.52903 -2.18790 0.233
H -1.83258 -1.40101 1.55816 0.305
H -0.95234 0.66092 2.57114 0.376
H 0.02508 2.24210 1.06039 0.194
H 2.20938 0.32801 -1.02590 0.213
H 3.44849 -0.12388 0.42098 0.225
H 0.97328 -1.78969 -0.96602 0.220
H 2.17387 -2.38115 0.45389 0.219
N -1.06532 0.39564 -1.16807 -0.019
N -0.57226 1.52888 0.76674 -0.058
O -2.36487 -1.47965 -1.13466 -0.571
O -0.02449 2.49222 -1.15211 -0.630